[1]
Entry from the OMol25 dataset: a structure of composition C26H33AsBrFNO4Si2W at a distorted geometry (the ωB97M-V functional and the def2-TZVPD basis).

Total energy in eV: -188361.0959
Kohn-Sham gap (alpha / beta) in eV: 6.597 / 6.639
Total charge: -1

Geometry (Å):
W (-0.023, 0.057, -0.207)
C (1.340, 4.858, -1.110)
C (1.424, 4.336, 0.172)
C (1.007, 3.036, 0.429)
C (0.492, 2.210, -0.573)
C (0.423, 2.757, -1.862)
C (0.833, 4.058, -2.125)
H (1.662, 5.871, -1.316)
H (1.811, 4.945, 0.982)
H (1.067, 2.665, 1.448)
H (0.041, 2.158, -2.680)
H (0.761, 4.448, -3.134)
F (-4.367, 4.070, 2.280)
C (-3.469, 3.194, 1.744)
C (-3.438, 3.024, 0.376)
C (-2.509, 2.139, -0.157)
C (-1.632, 1.386, 0.637)
C (-1.720, 1.606, 2.015)
C (-2.622, 2.504, 2.580)
H (-4.120, 3.586, -0.250)
H (-2.467, 2.030, -1.236)
H (-1.078, 1.046, 2.685)
H (-2.671, 2.665, 3.650)
C (-3.404, -3.060, -1.812)
Si (-3.313, -1.236, -1.355)
C (-3.855, -1.079, 0.426)
C (-4.552, -0.286, -2.403)
As (-1.231, -0.479, -2.178)
Si (-0.272, -2.332, 1.936)
C (-1.697, -3.077, 2.893)
C (0.154, -3.174, 0.352)
C (1.216, -2.232, 3.069)
H (-4.441, -3.396, -1.699)
H (-2.776, -3.671, -1.162)
H (-3.092, -3.248, -2.839)
H (-4.184, -0.063, 0.647)
H (-3.072, -1.322, 1.140)
H (-4.698, -1.765, 0.563)
H (-5.536, -0.759, -2.306)
H (-4.288, -0.265, -3.460)
H (-4.635, 0.746, -2.056)
H (-2.528, -3.346, 2.240)
H (-2.071, -2.373, 3.639)
H (-1.367, -3.979, 3.416)
H (-0.757, -3.469, -0.179)
H (0.771, -4.072, 0.486)
H (1.897, -2.007, -0.023)
H (0.965, -1.797, 4.039)
H (1.988, -1.611, 2.609)
H (1.632, -3.228, 3.243)
C (2.084, -3.388, -2.012)
O (1.038, -2.482, -1.817)
C (0.879, -2.080, -0.441)
O (-0.702, -0.818, 1.401)
H (2.125, -3.630, -3.076)
H (1.948, -4.323, -1.452)
H (3.052, -2.957, -1.716)
Br (7.239, 0.957, 2.058)
C (6.133, 0.781, 0.544)
C (6.688, 0.839, -0.731)
N (5.981, 0.728, -1.848)
C (4.664, 0.550, -1.729)
C (4.032, 0.477, -0.496)
C (4.770, 0.596, 0.676)
C (2.545, 0.281, -0.402)
O (1.973, 0.243, 0.731)
O (1.827, 0.163, -1.423)
H (7.758, 0.983, -0.839)
H (4.087, 0.464, -2.641)
H (4.284, 0.548, 1.640)



[2]
Entry from the OMol25 dataset: a structure of composition C8H22CsN2O6S at a distorted geometry (the ωB97M-V functional and the def2-TZVPD basis).

Total energy in eV: -35295.7473
Kohn-Sham gap in eV: 1.960
Total charge: -1

Geometry (Å):
Cs (7.424, -16.349, -2.346)
S (7.320, -20.507, 2.338)
O (8.332, -19.938, 1.507)
O (6.139, -20.343, 1.568)
O (7.647, -21.939, 2.348)
O (7.163, -19.870, 3.663)
C (3.810, -10.257, -4.838)
C (4.933, -10.954, -4.127)
C (5.538, -10.103, -3.019)
O (6.838, -10.623, -2.637)
C (7.313, -9.947, -1.537)
N (4.291, -12.194, -3.694)
H (3.304, -9.645, -4.092)
H (3.151, -10.934, -5.381)
H (4.156, -9.641, -5.667)
H (5.747, -11.082, -4.841)
H (4.750, -10.170, -2.270)
H (5.515, -9.053, -3.308)
H (6.650, -9.403, -0.864)
H (8.017, -9.227, -1.953)
H (7.834, -10.661, -0.899)
H (3.781, -12.678, -4.419)
H (3.534, -11.737, -3.207)
C (17.646, -18.511, 0.379)
C (17.127, -17.286, -0.415)
C (16.106, -16.325, 0.350)
O (15.703, -15.308, -0.562)
C (14.479, -14.686, -0.297)
N (18.097, -16.451, -1.128)
H (18.157, -18.131, 1.263)
H (18.378, -19.086, -0.189)
H (16.744, -19.077, 0.610)
H (16.559, -17.663, -1.265)
H (16.362, -15.981, 1.352)
H (15.248, -16.992, 0.430)
H (13.723, -15.384, -0.657)
H (14.574, -13.764, -0.872)
H (14.139, -14.598, 0.735)
H (18.669, -15.931, -0.479)
H (17.618, -15.834, -1.768)



[3]
Entry from the OMol25 dataset: a structure of composition C54H93F9O33 at a distorted geometry (the ωB97M-V functional and the def2-TZVPD basis).

Total energy in eV: -149471.3563
Kohn-Sham gap in eV: 7.475
Total charge: 0

Geometry (Å):
C (3.506, -1.172, -0.479)
O (2.283, -1.748, -0.715)
C (1.613, -2.035, 0.543)
C (1.993, -3.378, 1.250)
O (0.826, -4.258, 1.297)
C (1.183, -5.633, 1.444)
C (1.624, -6.030, 2.830)
O (2.851, -5.437, 3.065)
C (3.284, -5.435, 4.375)
H (4.262, -1.828, -0.048)
H (3.525, -0.369, 0.257)
H (3.899, -0.826, -1.435)
H (0.580, -2.132, 0.209)
H (1.387, -1.144, 1.128)
H (2.338, -3.197, 2.268)
H (2.764, -3.943, 0.726)
H (1.732, -6.049, 0.599)
H (0.325, -6.304, 1.410)
H (1.689, -7.102, 3.016)
H (0.918, -5.559, 3.513)
H (2.684, -4.911, 5.120)
H (4.266, -4.962, 4.375)
H (3.379, -6.487, 4.645)
C (0.268, -5.671, -5.661)
O (-1.136, -5.203, -5.705)
C (-1.642, -5.124, -4.395)
C (-1.251, -3.857, -3.596)
O (-0.534, -4.189, -2.493)
C (0.199, -3.165, -1.878)
C (-0.718, -2.098, -1.012)
O (-1.778, -2.811, -0.324)
C (-1.334, -3.637, 0.751)
H (0.251, -6.760, -5.711)
H (0.911, -5.217, -4.906)
H (0.678, -5.490, -6.655)
H (-1.343, -6.006, -3.828)
H (-2.722, -5.180, -4.534)
H (-2.065, -3.174, -3.354)
H (-0.708, -3.128, -4.198)
H (0.829, -2.623, -2.583)
H (0.911, -3.717, -1.264)
H (-1.343, -1.515, -1.689)
H (-0.130, -1.467, -0.346)
H (-2.134, -4.166, 1.269)
H (-0.649, -3.102, 1.408)
H (-0.790, -4.522, 0.421)
C (6.845, 2.037, 1.985)
O (5.657, 1.319, 1.708)
C (4.566, 1.917, 2.490)
C (3.393, 0.995, 2.322)
O (2.306, 1.245, 1.381)
C (1.453, 2.396, 1.477)
C (0.609, 2.592, 2.814)
O (1.550, 2.991, 3.856)
C (0.964, 3.560, 4.956)
H (7.571, 1.365, 2.443)
H (6.760, 2.811, 2.748)
H (7.161, 2.500, 1.050)
H (4.341, 2.966, 2.298)
H (4.879, 1.933, 3.534)
H (2.998, 0.786, 3.316)
H (3.706, -0.031, 2.130)
H (0.852, 2.341, 0.570)
H (2.097, 3.274, 1.438)
H (0.062, 1.741, 3.221)
H (-0.019, 3.474, 2.690)
H (0.292, 2.968, 5.577)
H (0.428, 4.490, 4.765)
H (1.762, 3.871, 5.630)
C (-3.097, -0.578, -5.315)
C (-1.703, -0.146, -5.860)
O (-0.830, 0.262, -4.885)
C (-0.161, -0.705, -4.230)
O (-0.255, -1.883, -4.531)
C (0.781, -0.150, -3.193)
F (1.046, -0.948, -2.173)
F (2.013, -0.071, -3.747)
F (0.471, 1.068, -2.791)
H (-3.327, -1.429, -4.674)
H (-3.815, -0.752, -6.116)
H (-3.568, 0.239, -4.768)
H (-1.892, 0.634, -6.598)
H (-1.209, -0.813, -6.566)
C (-3.485, 1.787, 3.621)
C (-2.199, 1.101, 4.080)
O (-1.829, 1.621, 5.378)
C (-0.608, 1.255, 5.904)
O (0.221, 0.547, 5.276)
C (-0.294, 1.781, 7.354)
F (-0.942, 2.957, 7.552)
F (-0.616, 0.900, 8.308)
F (0.958, 2.229, 7.479)
H (-3.661, 1.340, 2.642)
H (-3.202, 2.835, 3.527)
H (-4.366, 1.754, 4.261)
H (-1.372, 1.321, 3.405)
H (-2.472, 0.047, 4.138)
C (2.141, 0.870, -1.715)
C (3.246, 1.711, -1.039)
O (4.499, 0.871, -0.966)
C (5.614, 1.429, -0.433)
O (5.802, 2.640, -0.186)
C (6.820, 0.483, -0.442)
F (7.402, 0.533, 0.779)
F (6.420, -0.699, -0.855)
F (7.781, 0.969, -1.203)
H (2.375, 0.785, -2.776)
H (1.213, 1.441, -1.677)
H (1.920, -0.118, -1.310)
H (2.939, 1.964, -0.024)
H (3.436, 2.650, -1.559)
C (-3.784, 2.144, 0.466)
C (-2.441, 3.055, 0.443)
C (-2.693, 4.535, 0.371)
O (-2.211, 4.941, 1.624)
C (-1.595, 3.889, 2.307)
O (-1.009, 4.088, 3.350)
O (-1.823, 2.758, 1.680)
H (-4.539, 2.728, 0.993)
H (-3.773, 1.156, 0.925)
H (-4.250, 1.964, -0.502)
H (-1.797, 2.912, -0.425)
H (-3.767, 4.706, 0.297)
H (-2.117, 4.873, -0.491)
C (-2.146, 1.761, -2.728)
C (-3.025, 2.862, -3.298)
C (-4.436, 2.462, -3.661)
O (-5.193, 3.607, -3.050)
C (-4.474, 4.138, -2.075)
O (-4.795, 5.055, -1.317)
O (-3.186, 3.791, -2.300)
H (-2.552, 1.259, -1.849)
H (-1.184, 2.163, -2.408)
H (-2.024, 0.962, -3.460)
H (-2.552, 3.479, -4.063)
H (-4.789, 1.530, -3.221)
H (-4.518, 2.246, -4.727)
C (-4.915, -2.749, -1.260)
C (-4.854, -1.219, -1.640)
C (-3.668, -0.677, -2.443)
O (-4.339, 0.000, -3.463)
C (-5.700, -0.197, -3.394)
O (-6.526, 0.295, -4.150)
O (-6.040, -0.959, -2.436)
H (-5.711, -3.223, -0.685)
H (-4.057, -3.151, -0.721)
H (-5.007, -3.399, -2.130)
H (-4.923, -0.533, -0.795)
H (-3.186, -1.605, -2.751)
H (-3.120, -0.107, -1.694)
C (1.344, -0.305, 3.402)
C (0.793, -1.736, 3.553)
C (-0.019, -2.132, 4.903)
O (-1.240, -2.624, 4.435)
C (-1.274, -2.700, 3.178)
O (-2.276, -3.182, 2.634)
O (-0.280, -1.855, 2.651)
H (1.833, -0.022, 2.470)
H (2.032, -0.037, 4.204)
H (0.528, 0.402, 3.547)
H (1.636, -2.422, 3.469)
H (-0.387, -1.337, 5.552)
H (0.749, -2.723, 5.402)
C (2.011, 2.749, -4.191)
C (1.920, 3.423, -2.831)
C (1.373, 4.877, -2.764)
O (0.282, 4.900, -1.854)
C (0.243, 3.734, -1.244)
O (-0.535, 3.550, -0.337)
O (1.088, 2.874, -1.796)
H (2.602, 3.337, -4.893)
H (1.069, 2.586, -4.716)
H (2.566, 1.839, -3.961)
H (2.949, 3.380, -2.474)
H (1.057, 5.047, -3.794)
H (2.134, 5.598, -2.464)
C (-1.422, 0.514, 1.717)
C (-0.786, 1.281, 0.577)
C (0.516, 0.660, 0.109)
O (0.146, -0.258, -0.750)
C (-0.969, 0.063, -1.328)
O (-1.514, -0.529, -2.231)
O (-1.478, 1.145, -0.665)
H (-2.451, 0.819, 1.911)
H (-0.888, 0.735, 2.641)
H (-1.323, -0.550, 1.501)
H (-0.590, 2.318, 0.851)
H (0.925, 0.188, 1.002)
H (1.243, 1.349, -0.319)



[4]
Entry from the OMol25 dataset: a structure of composition C58H39Cl4N6OPbS5Se (the ωB97M-V functional and the def2-TZVPD basis).

Total energy in eV: -246632.2776
Kohn-Sham gap (alpha / beta) in eV: 5.029 / 5.033
Total charge: -1

Geometry (Å):
Pb (0.170, -0.289, -0.202)
Cl (1.474, -5.447, 6.571)
C (0.904, -4.105, 5.621)
C (-0.275, -4.217, 4.909)
C (-0.711, -3.157, 4.134)
C (-0.012, -1.941, 4.074)
C (1.213, -1.898, 4.757)
C (1.663, -2.953, 5.532)
C (-0.420, -0.863, 3.143)
C (-1.610, -0.972, 2.389)
C (-2.884, -1.493, 2.868)
C (-3.773, -1.350, 1.865)
C (-3.054, -0.785, 0.733)
C (-3.547, -0.654, -0.556)
C (-4.886, -1.237, -0.845)
C (-5.926, -0.444, -1.327)
C (-7.171, -0.985, -1.609)
C (-7.377, -2.339, -1.405)
Cl (-8.940, -3.029, -1.759)
C (-6.365, -3.154, -0.929)
C (-5.126, -2.597, -0.654)
C (-2.853, -0.067, -1.648)
N (-1.695, 0.607, -1.555)
C (-1.318, 0.960, -2.825)
C (-0.179, 1.700, -3.136)
C (0.126, 1.905, -4.580)
C (-0.744, 2.570, -5.439)
C (-0.458, 2.695, -6.792)
C (0.712, 2.146, -7.286)
Cl (1.070, 2.284, -8.987)
C (1.606, 1.492, -6.452)
C (1.310, 1.381, -5.101)
C (0.714, 2.280, -2.208)
C (1.637, 3.343, -2.492)
C (2.175, 3.722, -1.298)
C (1.594, 2.869, -0.293)
N (0.739, 2.006, -0.879)
C (1.887, 2.895, 1.098)
C (1.383, 2.032, 2.056)
C (1.610, 2.129, 3.484)
C (1.029, 1.049, 4.052)
C (0.405, 0.290, 2.980)
N (0.618, 0.916, 1.819)
C (2.823, 3.957, 1.565)
C (2.490, 5.304, 1.442)
C (3.352, 6.298, 1.878)
C (4.564, 5.937, 2.442)
Cl (5.654, 7.181, 2.995)
C (4.923, 4.608, 2.576)
C (4.048, 3.625, 2.137)
C (-2.294, 0.456, -3.764)
C (-3.257, -0.163, -3.035)
N (-1.774, -0.517, 1.130)
H (-0.826, -5.148, 4.917)
H (-1.571, -3.321, 3.507)
H (1.872, -1.052, 4.645)
H (2.620, -2.895, 6.033)
H (-3.080, -1.835, 3.871)
H (-4.827, -1.577, 1.891)
H (-5.755, 0.615, -1.478)
H (-7.977, -0.365, -1.977)
H (-6.545, -4.210, -0.784)
H (-4.322, -3.226, -0.291)
H (-1.656, 2.999, -5.042)
H (-1.136, 3.212, -7.457)
H (2.519, 1.075, -6.856)
H (1.981, 0.846, -4.440)
H (1.826, 3.776, -3.463)
H (2.898, 4.504, -1.129)
H (2.112, 2.939, 3.988)
H (0.949, 0.828, 5.104)
H (1.537, 5.574, 1.004)
H (3.087, 7.343, 1.787)
H (5.876, 4.346, 3.016)
H (4.320, 2.582, 2.232)
H (-2.253, 0.540, -4.838)
H (-4.137, -0.662, -3.407)
S (3.551, -7.248, 3.044)
C (2.904, -5.864, 2.412)
S (1.290, -5.762, 1.791)
C (1.249, -4.073, 1.306)
C (2.431, -3.421, 1.569)
S (2.669, -1.742, 1.375)
S (3.724, -4.367, 2.297)
S (-0.204, -3.519, 0.624)
C (4.530, -0.732, -1.924)
C (4.496, -1.060, -0.444)
C (4.861, 0.146, 0.403)
O (3.151, -1.508, -0.210)
H (5.534, -0.420, -2.220)
H (3.833, 0.084, -2.133)
H (4.234, -1.594, -2.521)
H (5.174, -1.896, -0.231)
H (4.091, 0.916, 0.294)
H (5.810, 0.559, 0.053)
H (4.960, -0.104, 1.458)
C (-1.432, -4.004, -3.170)
N (-1.252, -3.072, -4.268)
C (-0.248, -2.158, -4.358)
Se (1.093, -1.877, -3.169)
N (-0.481, -1.441, -5.490)
C (-1.624, -1.885, -6.128)
C (-2.265, -1.487, -7.287)
C (-3.418, -2.177, -7.640)
C (-3.906, -3.225, -6.860)
C (-3.260, -3.623, -5.696)
C (-2.114, -2.932, -5.345)
H (-0.730, -3.748, -2.378)
H (-1.242, -5.025, -3.502)
H (-2.452, -3.923, -2.795)
H (0.114, -0.669, -5.751)
H (-1.885, -0.673, -7.891)
H (-3.948, -1.893, -8.540)
H (-4.807, -3.739, -7.167)
H (-3.637, -4.434, -5.089)



[5]
Entry from the OMol25 dataset: an isolated molecule of C5H10INO2 at a distorted geometry (the ωB97M-V functional and the def2-TZVPD basis).

Total energy in eV: -19028.9777
SMILES string: CC(C)(C)C(=O)N(O)I
Kohn-Sham gap in eV: 8.201
Total charge: 0

Geometry (Å):
C (-0.337, 0.512, -1.236)
C (0.170, -0.338, 0.045)
C (0.162, 0.401, 1.444)
C (-0.499, -1.727, 0.155)
C (1.650, -0.692, -0.174)
O (2.149, -1.761, -0.044)
N (2.528, 0.477, -0.853)
O (2.254, 1.791, -0.360)
I (4.642, -0.103, -0.673)
H (0.400, 0.392, -1.987)
H (-1.351, 0.078, -1.625)
H (-0.406, 1.481, -0.845)
H (1.116, 0.946, 1.569)
H (0.077, -0.478, 2.072)
H (-0.605, 1.033, 1.451)
H (-0.546, -1.992, 1.328)
H (-1.615, -1.662, -0.218)
H (0.030, -2.458, -0.457)
H (3.042, 2.210, -0.693)